(1)
# C6H12O

A structure of composition C6H12O (ωB97M-V/def2-TZVPD, OMol25).

HOMO-LUMO gap (spin up / spin down) = 8.317 / 7.053 eV
LUMO energy (spin up / spin down) = 0.1 / -0.8 eV
HOMO level (spin up / spin down) = -8.18 / -7.86 eV
energy above the lowest of the compared OMol25 structures with the same formula, charge and spin = 112.9 kcal/mol
electronic energy = -8459.460 eV

```
! wB97M-V def2-TZVPD RIJCOSX def2/J DEFGRID3
* xyz 0 1
C -1.92 -1.16 0.60
C -1.29 -0.69 -0.71
C -0.08 0.19 -0.52
C 1.18 -0.40 -0.11
C 2.24 0.39 0.50
C -0.09 1.53 -1.01
O 0.88 2.29 -1.06
H -2.77 -1.83 0.41
H -1.20 -1.70 1.22
H -2.28 -0.30 1.18
H -1.04 -1.57 -1.32
H -2.04 -0.13 -1.29
H 0.17 1.02 1.41
H 1.85 -0.46 -1.03
H 1.11 -1.42 0.28
H 3.07 -0.12 0.98
H 0.91 1.06 1.69
H 2.37 1.41 0.15
H -1.08 1.88 -1.38
*
```

=====

(2)
# C25H38BF2N5O2PPbS4

A structure of composition C25H38BF2N5O2PPbS4 (ωB97M-V/def2-TZVPD, OMol25).

HOMO-LUMO gap = 6.769 eV
LUMO energy = 2.5 eV
HOMO level = -4.27 eV
energy above the lowest of the compared OMol25 structures with the same formula, charge and spin = 17.1 kcal/mol
electronic energy = -102080.364 eV

```
! wB97M-V def2-TZVPD RIJCOSX def2/J DEFGRID3
* xyz -1 1
Pb -0.51 -0.48 -0.04
C -1.61 -4.45 0.97
N -2.57 -3.97 0.02
C -3.06 -4.67 -1.05
C -3.93 -3.85 -1.68
N -3.98 -2.66 -1.01
B -4.90 -1.48 -1.38
N -4.10 -0.36 -2.11
C -4.73 0.79 -2.47
C -3.87 1.54 -3.21
N -2.70 0.84 -3.29
C -1.53 1.24 -4.02
C -2.85 -0.31 -2.58
S -1.58 -1.44 -2.44
C -3.13 -2.74 0.01
S -2.76 -1.56 1.18
H -1.75 -5.52 1.12
H -1.76 -3.92 1.91
H -0.59 -4.26 0.61
H -2.74 -5.67 -1.28
H -4.52 -4.02 -2.56
H -5.73 -1.89 -2.15
H -5.37 -1.02 -0.38
H -5.74 0.98 -2.18
H -3.98 2.51 -3.66
H -1.62 2.28 -4.30
H -1.42 0.62 -4.91
H -0.64 1.11 -3.39
C 3.12 -0.04 1.50
C 2.42 0.85 2.53
C 3.27 0.92 3.80
P 0.65 0.26 2.70
C -0.28 1.77 3.31
C -1.73 1.39 3.57
C 0.29 2.64 4.43
C 0.75 -1.03 4.08
C 0.61 -0.56 5.52
C -0.30 -2.10 3.77
H 4.16 0.26 1.38
H 2.64 0.03 0.53
H 3.10 -1.09 1.82
H 2.33 1.86 2.10
H 3.44 -0.08 4.20
H 2.81 1.54 4.57
H 4.24 1.35 3.55
H -0.26 2.39 2.40
H -1.84 0.90 4.54
H -2.09 0.71 2.80
H -2.36 2.27 3.56
H 0.30 2.12 5.39
H -0.35 3.51 4.54
H 1.29 2.99 4.19
H 1.74 -1.49 3.95
H -0.38 -0.16 5.70
H 1.36 0.18 5.78
H 0.75 -1.41 6.19
H -1.29 -1.66 3.71
H -0.31 -2.87 4.55
H -0.08 -2.57 2.82
O 6.12 0.00 -2.36
S 5.31 1.19 -2.38
O 5.96 2.40 -1.94
N 3.88 0.96 -1.60
C 2.88 1.02 -2.43
S 1.25 0.96 -2.01
C 3.23 1.22 -3.85
C 2.39 1.23 -4.95
C 2.95 1.42 -6.21
C 4.31 1.61 -6.36
C 5.16 1.61 -5.26
C 4.60 1.40 -4.02
H 1.33 1.08 -4.82
H 2.31 1.41 -7.08
H 4.73 1.75 -7.35
H 6.22 1.77 -5.36
F -0.86 2.76 0.31
C -1.57 1.74 -0.31
F -2.86 1.91 0.16
H -1.61 2.03 -1.36
*
```

=====

no.,largest force on an atom (eV Å⁻¹)
1,0.68
2,1.31